# 1
ORCA calculation (wB97M-V/def2-TZVPD) on a molecular structure, CH2I4N2P at a distorted geometry.

Values from the calculation:
HOMO energy ... -12.87 eV
E_LUMO ... -5.18 eV
Frontier orbital gap ... 0.2825 Ha

ORCA input file:
```
! wB97M-V def2-TZVPD RIJCOSX def2/J DEFGRID3
* xyz 1 1
C -0.08 -0.34 0.31
N -0.32 -0.13 1.56
N 0.09 0.64 -0.52
P -0.67 -1.47 2.75
I -0.32 1.75 2.40
I 0.23 0.24 -2.51
I 1.60 -2.40 3.21
I -1.88 -3.17 1.42
H -0.12 -1.30 0.00
H -0.16 1.55 -0.09
*
```

# 2
ORCA calculation (wB97M-V/def2-TZVPD) on 2 unconnected molecules or ions with the total composition C10H11ClN2OS at a distorted geometry.

Values from the calculation:
HOMO energy (spin up / spin down) ... -8.87 / -8.90 eV
E_LUMO (spin up / spin down) ... -1.52 / -0.23 eV
Frontier orbital gap (spin up / spin down) ... 0.2702 / 0.3185 Ha

ORCA input file:
```
! wB97M-V def2-TZVPD RIJCOSX def2/J DEFGRID3
* xyz 0 1
C 3.64 -0.33 -0.05
C 2.88 -0.51 1.04
C 3.24 0.44 -1.14
C 1.60 0.09 1.10
C 2.06 1.09 -1.08
C 1.24 0.94 0.07
C -0.09 1.53 0.28
C -2.27 0.27 0.05
C -1.57 -2.15 0.37
C -3.62 -0.24 -0.20
N -0.82 1.23 1.44
N -1.89 0.62 1.27
O -0.58 -0.15 -1.81
S -1.15 1.05 -1.17
Cl -0.10 3.29 0.31
H 4.52 -0.76 -0.26
H 3.36 -1.24 1.68
H 3.75 0.58 -2.01
H 1.00 -0.05 2.00
H 1.51 1.73 -1.75
H -1.06 -1.84 -0.49
H -2.45 -2.63 0.26
H -0.85 -2.06 1.11
H -4.10 -0.70 0.60
H -3.80 -0.80 -1.13
H -4.43 0.61 -0.48
*
```

# 3
ORCA calculation (wB97M-V/def2-TZVPD) on a molecular structure, C41H57ClN7O4SeW at a distorted geometry.

Values from the calculation:
HOMO energy (spin up / spin down) ... -3.16 / -3.24 eV
E_LUMO (spin up / spin down) ... 2.17 / 2.17 eV
Frontier orbital gap (spin up / spin down) ... 0.1958 / 0.1988 Ha

ORCA input file:
```
! wB97M-V def2-TZVPD RIJCOSX def2/J DEFGRID3
* xyz -1 1
W -1.57 0.59 -0.65
N -1.99 2.22 -2.02
C -2.15 3.31 -1.06
C -1.85 2.56 0.25
O -0.58 2.00 0.05
N -2.74 1.56 0.64
C -4.14 1.63 0.32
C -4.41 0.74 -0.94
O -5.48 0.77 -1.52
O -3.39 -0.01 -1.26
H -1.34 2.51 -2.74
H -3.09 1.59 -3.17
H -3.15 3.76 -1.08
H -1.42 4.11 -1.19
H -4.53 2.63 0.14
H -4.73 1.18 1.13
C -2.08 -3.83 -3.58
C -1.76 -3.18 -2.22
C -2.08 -4.18 -1.10
C -0.31 -2.73 -2.13
C 0.70 -3.66 -2.00
C 2.01 -3.29 -1.79
C 2.33 -1.95 -1.66
C 1.35 -0.97 -1.81
C 1.76 0.49 -1.67
C 2.86 0.85 -2.67
C 2.22 0.75 -0.24
C 0.02 -1.36 -2.09
N -0.97 -0.36 -2.42
C -1.33 -0.52 -3.68
C -2.28 0.15 -4.47
C -2.46 -0.05 -5.85
C -3.34 0.93 -6.31
C -3.71 1.70 -5.21
N -3.09 1.20 -4.13
C -4.46 3.00 -5.12
C -5.10 3.34 -6.46
C -5.55 2.93 -4.04
C -3.45 4.09 -4.73
H -3.07 -4.29 -3.55
H -1.34 -4.60 -3.81
H -2.07 -3.09 -4.38
H -2.40 -2.31 -2.07
H -1.55 -5.12 -1.25
H -3.15 -4.39 -1.09
H -1.79 -3.76 -0.14
H 0.45 -4.72 -2.04
H 2.79 -4.04 -1.70
H 3.35 -1.66 -1.45
H 0.89 1.12 -1.87
H 3.80 0.36 -2.41
H 3.03 1.93 -2.68
H 2.58 0.54 -3.68
H 3.05 0.09 0.01
H 1.41 0.56 0.47
H 2.54 1.79 -0.12
H -0.77 -1.28 -4.21
H -1.98 -0.83 -6.42
H -3.66 1.06 -7.33
H -5.79 2.55 -6.77
H -4.34 3.44 -7.24
H -5.65 4.28 -6.39
H -6.33 2.22 -4.31
H -6.01 3.92 -3.91
H -5.15 2.62 -3.07
H -2.62 4.10 -5.44
H -3.05 3.89 -3.74
H -3.92 5.07 -4.72
Se -1.06 -1.16 0.83
C 1.27 -1.90 4.81
C 1.86 -1.21 6.04
C 2.87 -2.19 6.66
C 0.75 -0.99 7.08
C 2.58 0.16 5.74
O 3.22 0.60 6.95
C 3.71 0.07 4.69
C 3.39 0.03 3.18
C 4.49 -0.67 2.42
C 5.29 0.03 1.53
C 6.26 -0.61 0.76
C 6.43 -1.97 0.91
Cl 7.62 -2.79 -0.06
C 5.67 -2.69 1.81
C 4.70 -2.03 2.56
C 1.63 1.37 5.49
N 0.58 1.29 4.51
C 0.53 1.82 3.26
N -0.65 1.61 2.73
C -1.31 0.95 3.70
N -0.62 0.75 4.80
H 0.68 -2.76 5.14
H 2.04 -2.28 4.14
H 0.59 -1.28 4.23
H 2.39 -3.17 6.77
H 3.20 -1.88 7.65
H 3.75 -2.34 6.02
H 0.43 -1.95 7.47
H -0.11 -0.50 6.63
H 1.12 -0.39 7.91
H 3.91 -0.03 7.16
H 4.31 -0.80 4.93
H 4.34 0.95 4.87
H 3.29 1.04 2.80
H 2.44 -0.49 2.99
H 5.15 1.10 1.40
H 6.85 -0.05 0.05
H 5.82 -3.76 1.92
H 4.10 -2.62 3.25
H 2.28 2.21 5.24
H 1.17 1.59 6.45
H 1.35 2.33 2.78
H -2.33 0.61 3.58
*
```

# 4
ORCA calculation (wB97M-V/def2-TZVPD) on a molecular structure, C26H48F6LiO21P at a distorted geometry.

Values from the calculation:
HOMO energy ... -10.41 eV
E_LUMO ... -0.11 eV
Frontier orbital gap ... 0.3788 Ha

ORCA input file:
```
! wB97M-V def2-TZVPD RIJCOSX def2/J DEFGRID3
* xyz 0 1
Li -0.27 -0.96 0.01
P -0.49 -1.27 -3.00
F -0.88 0.23 -3.51
F -1.26 -0.92 -1.65
F -1.93 -1.75 -3.65
F -0.26 -2.76 -2.21
F 0.44 -1.63 -4.32
F 0.86 -0.62 -2.24
C 2.06 1.51 -4.21
C 1.24 2.37 -3.21
O 2.19 3.18 -2.66
C 3.33 3.21 -3.41
O 4.32 3.87 -3.15
O 3.16 2.40 -4.45
H 1.58 1.31 -5.16
H 2.28 0.57 -3.70
H 1.03 1.77 -2.32
H 0.36 2.89 -3.57
C 2.33 -1.73 4.17
C 3.55 -1.92 4.97
O 4.21 -0.72 4.89
C 3.55 0.18 4.14
O 3.84 1.39 4.07
O 2.36 -0.32 3.78
H 1.47 -2.02 4.77
H 2.24 -2.37 3.30
H 4.10 -2.73 4.50
H 3.41 -2.23 6.00
C -1.14 -0.01 5.49
C -1.20 0.32 3.99
O -2.40 -0.02 3.47
C -2.66 -0.20 2.15
O -1.79 -0.10 1.22
O -3.95 -0.57 1.91
C -4.44 -0.52 0.57
H -0.14 0.28 5.80
H -1.34 -1.04 5.78
H -1.87 0.67 5.93
H -0.40 -0.10 3.38
H -1.09 1.39 3.82
H -5.51 -0.71 0.60
H -3.87 -1.16 -0.11
H -4.26 0.49 0.22
C 4.51 1.96 0.40
C 3.18 1.37 0.57
O 2.33 2.43 0.71
C 1.07 2.17 0.56
O 0.56 1.05 0.30
O 0.36 3.32 0.77
C -1.00 3.43 0.22
H 4.97 2.46 1.26
H 4.61 2.54 -0.51
H 5.25 1.16 0.34
H 3.11 0.69 1.42
H 2.92 0.95 -0.41
H -0.99 4.06 -0.67
H -1.65 3.96 0.91
H -1.39 2.42 0.08
C -1.77 7.78 -6.80
C -2.86 6.82 -6.26
O -2.37 5.60 -5.69
C -2.92 5.04 -4.56
O -3.76 5.51 -3.79
O -2.19 3.92 -4.32
C -2.27 3.31 -3.07
H -1.18 7.29 -7.57
H -1.10 8.20 -6.04
H -2.26 8.62 -7.29
H -3.60 6.59 -7.03
H -3.29 7.34 -5.40
H -3.26 2.90 -2.87
H -2.09 3.94 -2.20
H -1.57 2.48 -3.03
C -2.63 -3.64 4.44
C -1.58 -3.55 3.41
O -2.22 -4.01 2.26
C -1.92 -3.65 1.02
O -1.22 -2.72 0.70
O -2.67 -4.37 0.22
C -2.77 -3.98 -1.15
H -2.22 -3.64 5.45
H -3.14 -4.60 4.36
H -3.31 -2.80 4.26
H -0.77 -4.19 3.77
H -1.15 -2.55 3.36
H -3.68 -4.33 -1.65
H -2.00 -4.41 -1.79
H -2.76 -2.90 -1.31
C 1.09 -5.75 2.77
C 1.78 -5.12 1.56
O 1.39 -3.76 1.45
C 1.88 -2.96 0.49
O 1.57 -1.77 0.47
O 2.52 -3.67 -0.42
C 3.05 -3.10 -1.62
H 0.03 -5.75 2.51
H 1.38 -5.36 3.75
H 1.40 -6.80 2.74
H 1.60 -5.72 0.67
H 2.86 -5.04 1.62
H 3.38 -3.93 -2.24
H 3.75 -2.30 -1.40
H 2.26 -2.55 -2.13
*
```

# 5
ORCA calculation (wB97M-V/def2-TZVPD) on a molecular structure, C35H30N2O8S5TeZr at a distorted geometry.

Values from the calculation:
HOMO energy ... -0.03 eV
E_LUMO ... 3.18 eV
Frontier orbital gap ... 0.1179 Ha

ORCA input file:
```
! wB97M-V def2-TZVPD RIJCOSX def2/J DEFGRID3
* xyz -2 1
Zr 0.00 -0.02 0.04
S 2.41 0.90 -0.40
C 3.49 -0.37 -0.96
C 4.62 -0.09 -1.74
C 5.39 -1.13 -2.23
C 5.05 -2.45 -1.98
C 3.93 -2.75 -1.21
C 3.15 -1.73 -0.70
S 1.76 -1.86 0.38
C 0.56 -3.19 0.00
C -0.93 -2.87 0.42
C -1.79 -3.94 0.53
C -3.15 -3.71 0.77
C -3.62 -2.42 0.83
C -2.72 -1.36 0.69
C -3.28 0.12 0.66
S -2.08 1.49 0.29
C -1.81 1.15 -1.68
C -2.76 2.08 -2.35
C -2.89 2.15 -3.70
C -2.08 1.30 -4.56
C -1.16 0.41 -4.03
C -0.92 0.25 -2.62
S 0.45 -1.01 -2.33
N -1.42 -1.59 0.56
H 4.86 0.94 -1.97
H 6.25 -0.90 -2.85
H 5.66 -3.26 -2.39
H 3.66 -3.78 -1.01
H 0.87 -4.05 0.61
H 0.59 -3.53 -1.03
H -1.41 -4.95 0.41
H -3.83 -4.55 0.85
H -4.68 -2.23 0.95
H -3.71 0.34 1.64
H -4.10 0.18 -0.06
H -3.36 2.74 -1.75
H -3.59 2.85 -4.13
H -2.18 1.37 -5.64
H -0.57 -0.18 -4.72
C 0.87 1.98 -3.83
Te -0.37 2.22 -1.99
C -0.94 4.10 -2.90
C -0.23 4.21 -4.24
C -0.43 5.34 -5.03
C 0.22 5.47 -6.25
C 1.08 4.47 -6.69
C 1.29 3.35 -5.91
C 0.64 3.20 -4.68
H 0.57 1.11 -4.37
H 1.93 1.92 -3.55
H -0.62 4.93 -2.26
H -2.01 4.12 -3.07
H -1.09 6.13 -4.69
H 0.05 6.35 -6.86
H 1.58 4.57 -7.65
H 1.96 2.57 -6.26
C -2.38 -2.85 -3.08
S -2.80 -1.46 -2.05
O -3.27 -0.49 -2.98
O -3.87 -1.99 -1.24
O -1.45 -1.18 -1.38
H -3.27 -3.15 -3.63
H -2.03 -3.67 -2.45
H -1.59 -2.55 -3.77
O -0.24 3.60 0.19
C -0.26 2.93 1.27
O -0.18 1.66 1.42
C -0.38 3.71 2.55
C -0.47 5.10 2.53
C -0.58 5.83 3.70
C -0.59 5.15 4.91
C -0.50 3.77 4.96
C -0.40 3.06 3.78
N -0.71 5.91 6.16
O -0.78 7.13 6.08
O -0.72 5.30 7.21
H -0.45 5.61 1.57
H -0.65 6.91 3.66
H -0.52 3.24 5.90
H -0.32 1.98 3.79
O 0.77 -0.25 1.71
*
```

# 6
ORCA calculation (wB97M-V/def2-TZVPD) on 4 unconnected molecules or ions with the total composition C33H69N3O12.

Values from the calculation:
HOMO energy ... -8.80 eV
E_LUMO ... 0.19 eV
Frontier orbital gap ... 0.3304 Ha

ORCA input file:
```
! wB97M-V def2-TZVPD RIJCOSX def2/J DEFGRID3
* xyz 0 1
C 7.72 -0.46 -1.85
C 7.64 -1.57 -2.86
O 7.43 -2.72 -2.60
O 7.89 -1.13 -4.12
C 7.11 -1.71 -5.18
C 5.94 -0.83 -5.67
C 5.73 0.52 -4.96
C 4.24 0.89 -4.78
C 3.91 1.37 -3.36
C 2.45 1.21 -2.88
C 1.53 2.40 -3.16
O 0.80 2.08 -4.37
C 1.05 0.80 -4.72
O 0.80 0.35 -5.80
C 1.62 0.09 -3.52
C 0.45 -0.40 -2.65
C 0.19 -1.90 -2.86
C -1.27 -2.29 -2.61
C -2.21 -2.17 -3.81
O -3.38 -2.39 -3.68
O -1.71 -1.88 -5.03
H 6.79 0.11 -1.86
H 8.54 0.22 -2.09
H 7.86 -0.90 -0.86
H 6.75 -2.69 -4.85
H 7.80 -1.90 -6.00
H 5.02 -1.42 -5.64
H 6.12 -0.63 -6.72
H 6.21 0.52 -3.98
H 6.20 1.29 -5.56
H 3.62 0.05 -5.08
H 4.01 1.71 -5.47
H 4.56 0.90 -2.62
H 4.13 2.44 -3.31
H 2.47 1.06 -1.80
H 2.01 3.37 -3.23
H 0.77 2.48 -2.37
H 2.23 -0.77 -3.80
H -0.46 0.13 -2.95
H 0.61 -0.17 -1.59
H 0.87 -2.48 -2.23
H 0.46 -2.15 -3.89
H -1.31 -3.34 -2.31
H -1.69 -1.68 -1.81
H -0.86 -1.42 -5.00
C 1.45 2.45 4.36
O 0.62 2.01 3.31
C -0.65 2.66 3.24
C -0.74 3.55 2.03
N 0.14 4.71 2.15
C 0.28 5.50 0.93
C 0.88 4.82 -0.29
O 2.25 4.47 -0.18
C 2.52 3.24 0.45
H 2.31 1.78 4.39
H 1.81 3.48 4.22
H 0.93 2.40 5.33
H -0.84 3.23 4.16
H -1.41 1.89 3.17
H -1.77 3.90 1.93
H -0.51 2.93 1.15
H 1.06 4.39 2.44
H 0.90 6.36 1.17
H -0.71 5.88 0.65
H 0.82 5.53 -1.12
H 0.30 3.94 -0.60
H 1.72 2.51 0.26
H 2.64 3.34 1.53
H 3.46 2.86 0.04
C -7.42 6.15 4.27
O -7.50 4.94 4.99
C -8.34 3.95 4.41
C -7.53 2.78 3.89
N -6.72 3.16 2.74
C -5.76 2.16 2.31
C -4.65 1.76 3.28
O -3.71 2.78 3.53
C -4.06 3.71 4.54
H -6.88 6.86 4.90
H -6.89 6.04 3.32
H -8.42 6.55 4.06
H -8.94 4.39 3.60
H -9.02 3.60 5.18
H -8.22 1.98 3.59
H -6.93 2.40 4.73
H -6.23 4.02 2.96
H -5.29 2.53 1.40
H -6.31 1.25 2.03
H -4.09 0.95 2.81
H -5.05 1.37 4.23
H -4.67 3.24 5.32
H -4.60 4.57 4.15
H -3.14 4.07 4.99
C -2.89 -7.83 0.81
O -1.74 -8.25 1.52
C -0.66 -8.69 0.70
C 0.50 -7.73 0.77
N 0.18 -6.47 0.13
C 1.16 -5.41 0.32
C 1.42 -4.91 1.74
O 0.32 -4.21 2.31
C -0.65 -5.02 2.94
H -3.68 -7.67 1.54
H -2.72 -6.90 0.26
H -3.22 -8.60 0.10
H -1.00 -8.82 -0.33
H -0.34 -9.67 1.08
H 1.36 -8.18 0.25
H 0.77 -7.62 1.83
H -0.72 -6.15 0.47
H 0.84 -4.55 -0.28
H 2.12 -5.74 -0.10
H 2.23 -4.18 1.68
H 1.75 -5.71 2.41
H -0.21 -5.91 3.39
H -1.44 -5.33 2.25
H -1.11 -4.42 3.73
*
```

# 7
ORCA calculation (wB97M-V/def2-TZVPD) on a gas-phase ion, C6H6 (charge +1) at a distorted geometry.

Values from the calculation:
HOMO energy (spin up / spin down) ... -14.01 / -15.72 eV
E_LUMO (spin up / spin down) ... -6.94 / -6.88 eV
Expectation value of S² ... 0.769
Frontier orbital gap (spin up / spin down) ... 0.2598 / 0.3250 Ha

ORCA input file:
```
! wB97M-V def2-TZVPD RIJCOSX def2/J DEFGRID3
* xyz 1 2
C -0.59 0.00 1.42
C -0.48 -1.12 0.58
C 0.27 -0.85 -0.63
C -0.03 0.28 -1.52
C 0.74 0.73 -0.41
C -0.06 1.12 0.82
H -1.24 -0.02 2.28
H -1.17 -1.94 0.70
H 0.95 -1.62 -0.99
H 0.44 0.34 -2.50
H 1.79 1.03 -0.49
H -0.61 2.05 0.73
*
```

# 8
ORCA calculation (wB97M-V/def2-TZVPD) on 3 unconnected molecules or ions with the total composition C5H17N2O at a distorted geometry.

Values from the calculation:
HOMO energy (spin up / spin down) ... -18.65 / -18.71 eV
E_LUMO (spin up / spin down) ... -11.37 / -12.42 eV
Expectation value of S² ... 1.739
Frontier orbital gap (spin up / spin down) ... 0.2674 / 0.2310 Ha

ORCA input file:
```
! wB97M-V def2-TZVPD RIJCOSX def2/J DEFGRID3
* xyz 2 2
C -2.22 -0.49 0.64
N -1.21 0.23 1.39
C 3.22 0.40 0.49
C 2.66 0.63 1.91
C -1.64 -1.43 -0.47
N -0.75 -0.86 -1.47
C -1.26 -0.24 -2.67
H -2.77 -1.15 1.31
H -2.92 0.22 0.16
H -1.65 0.85 2.09
H 4.09 1.04 0.38
H 2.38 0.67 -0.23
H 3.45 0.50 2.66
H 1.84 -0.05 2.17
H 2.26 1.63 2.04
H -2.52 -1.86 -0.95
H -1.17 -2.25 0.09
H -0.05 -0.28 -0.97
H -0.43 0.79 0.92
H -0.39 -0.04 -3.30
H -1.80 0.69 -2.39
H -1.89 -0.96 -3.20
H 3.47 -0.66 0.50
H 0.77 2.22 -0.11
O 0.77 1.25 0.00
*
```

Number 1: molar mass 580.6 g mol⁻¹. Number 2: molar mass 242.7 g mol⁻¹. Number 3: molar mass 1010.2 g mol⁻¹. Number 4: molar mass 848.6 g mol⁻¹. Number 5: molar mass 985.8 g mol⁻¹. Number 6: molar mass 699.9 g mol⁻¹. Number 7: molar mass 78.1 g mol⁻¹. Number 8: molar mass 121.2 g mol⁻¹.